Below is a 2-piece molecular cluster, C4H10O overall at a distorted geometry, with properties calculated with ωB97M-V/def2-TZVPD.

CARTESIAN COORDINATES (ANGSTROEM)
C 0.780 0.563 0.187
C -0.535 0.492 0.018
C -1.344 -0.768 -0.137
C -2.423 -0.780 0.993
H 1.205 1.570 0.259
H 1.463 -0.287 0.295
H -1.073 1.449 -0.011
H -1.784 -0.695 -1.150
H -0.720 -1.681 -0.106
H -1.924 -0.694 1.974
H -3.037 -1.696 0.990
H -3.087 0.090 0.860
O 4.104 1.091 -1.674
H 4.082 0.113 -1.779
H 4.294 1.234 -0.719

The multiplicity is 1. Its total charge is 0. The calculation puts the HOMO-LUMO gap at 10.51 eV. The value obtained for the HOMO energy is -9.6 eV. Its LUMO energy is 0.9 eV. The energy above the lowest of the compared OMol25 structures with the same formula, charge and spin comes out at 1.021 eV. The total energy is -233.60743 Eh.

---

Below is the molecule C4H10O, with properties calculated with ωB97M-V/def2-TZVPD.

CARTESIAN COORDINATES (ANGSTROEM)
C -0.877 2.108 0.005
C -0.087 0.908 -0.484
O 0.593 0.349 0.613
C 1.096 -0.955 0.407
C 0.014 -2.014 0.138
H -1.516 2.499 -0.794
H -0.213 2.907 0.344
H -1.516 1.812 0.844
H -0.773 0.174 -0.931
H 0.627 1.201 -1.272
H 1.634 -1.187 1.330
H 1.834 -0.956 -0.409
H -0.042 -2.750 0.943
H 0.196 -2.549 -0.797
H -0.970 -1.547 0.063

The multiplicity is 1. Its total charge is 0. The calculation puts the HOMO-LUMO gap at 10.91 eV. The value obtained for the HOMO energy is -9.7 eV. Its LUMO energy is 1.2 eV. The energy above the lowest of the compared OMol25 structures with the same formula, charge and spin comes out at 0.738 eV. The total energy is -233.61782 Eh.

---

Below is the molecule C4H10O, with properties calculated with ωB97M-V/def2-TZVPD.

CARTESIAN COORDINATES (ANGSTROEM)
C -1.141 -1.540 0.459
C -0.463 -0.199 0.723
C 0.038 0.492 -0.548
C 0.628 1.861 -0.254
O 1.067 -0.268 -1.174
H -0.487 -2.200 -0.122
H -2.078 -1.410 -0.098
H -1.379 -2.058 1.393
H -1.160 0.474 1.241
H 0.400 -0.340 1.387
H -0.809 0.610 -1.245
H -0.123 2.522 0.194
H 1.469 1.765 0.442
H 0.997 2.319 -1.176
H 0.656 -0.947 -1.720

The multiplicity is 1. Its total charge is 0. The calculation puts the HOMO-LUMO gap at 11.22 eV. The value obtained for the HOMO energy is -10.2 eV. Its LUMO energy is 1.0 eV. The energy above the lowest of the compared OMol25 structures with the same formula, charge and spin comes out at 0.142 eV. The total energy is -233.63973 Eh.

---

Below is C4H10O as an isolated structure at a distorted geometry, with properties calculated with ωB97M-V/def2-TZVPD.

CARTESIAN COORDINATES (ANGSTROEM)
C 0.071 -0.150 0.071
C -0.374 1.143 0.468
C 1.439 -0.268 -0.583
C -0.348 -1.342 0.914
O -1.624 1.258 -0.970
H -1.497 1.872 -1.710
H -0.817 0.102 -0.855
H 0.243 2.015 0.285
H -1.114 1.254 1.250
H 1.654 0.587 -1.227
H 0.334 -1.492 1.758
H -0.338 -2.258 0.319
H -1.356 -1.216 1.312
H 1.495 -1.169 -1.198
H 2.234 -0.335 0.167

The multiplicity is 1. Its total charge is 0. The calculation puts the HOMO-LUMO gap at 9.35 eV. The value obtained for the HOMO energy is -8.6 eV. Its LUMO energy is 0.8 eV. The energy above the lowest of the compared OMol25 structures with the same formula, charge and spin comes out at 3.255 eV. The total energy is -233.52534 Eh.

---

Below is a 2-piece molecular cluster, C4H10O overall at a distorted geometry, with properties calculated with ωB97M-V/def2-TZVPD.

CARTESIAN COORDINATES (ANGSTROEM)
C 0.658 0.223 2.952
C -0.260 0.512 1.993
C -0.650 -0.351 0.865
C -0.641 0.249 -0.575
H 0.858 0.883 3.729
H 1.221 -0.649 2.875
H -0.583 1.576 1.956
H 0.037 -1.148 0.837
H -1.706 -0.586 0.938
H 0.166 0.904 -0.834
H -0.785 -0.561 -1.407
H -1.523 0.976 -0.719
O 0.877 -0.445 -4.374
H 1.820 -0.522 -4.493
H 0.512 -1.061 -3.744

The multiplicity is 1. Its total charge is 0. The calculation puts the HOMO-LUMO gap at 10.33 eV. The value obtained for the HOMO energy is -9.5 eV. Its LUMO energy is 0.9 eV. The energy above the lowest of the compared OMol25 structures with the same formula, charge and spin comes out at 1.614 eV. The total energy is -233.58563 Eh.

---

Below is the molecule C4H10O at a distorted geometry, with properties calculated with ωB97M-V/def2-TZVPD.

CARTESIAN COORDINATES (ANGSTROEM)
C -1.780 -0.670 -0.155
C -0.929 0.600 0.288
C 0.496 0.774 -0.351
C 1.348 -0.391 0.177
O 2.787 -0.314 -0.119
H -1.659 -0.889 -1.246
H -2.908 -0.638 0.156
H -1.403 -1.630 0.157
H -0.984 0.657 1.425
H -1.508 1.430 -0.143
H 0.390 0.803 -1.479
H 0.823 1.762 -0.062
H 1.070 -0.552 1.282
H 1.112 -1.374 -0.330
H 3.147 0.432 0.401

The multiplicity is 1. Its total charge is 0. The calculation puts the HOMO-LUMO gap at 11.32 eV. The value obtained for the HOMO energy is -10.3 eV. Its LUMO energy is 1.0 eV. The energy above the lowest of the compared OMol25 structures with the same formula, charge and spin comes out at 1.114 eV. The total energy is -233.60400 Eh.

---

Below is a 2-piece molecular cluster, C4H10O overall at a distorted geometry, with properties calculated with ωB97M-V/def2-TZVPD.

CARTESIAN COORDINATES (ANGSTROEM)
C -2.488 -1.058 -0.555
C -1.068 -1.091 -0.458
C -0.379 -1.285 -1.757
H -3.213 -0.570 0.135
H -2.859 -1.549 -1.452
H -0.525 -1.535 0.466
H -1.017 -1.974 -2.261
H -0.428 -0.364 -2.384
H 0.643 -1.621 -1.903
C 1.883 2.190 1.588
O 2.308 0.885 1.396
H 0.761 2.173 1.918
H 2.426 2.617 2.447
H 2.032 2.717 0.653
H 1.924 0.467 2.168

The multiplicity is 1. Its total charge is 0. The calculation puts the HOMO-LUMO gap at 9.53 eV. The value obtained for the HOMO energy is -8.6 eV. Its LUMO energy is 0.9 eV. The energy above the lowest of the compared OMol25 structures with the same formula, charge and spin comes out at 3.292 eV. The total energy is -233.52398 Eh.

---

Below is a 2-piece molecular cluster, C4H10O overall at a distorted geometry, with properties calculated with ωB97M-V/def2-TZVPD.

CARTESIAN COORDINATES (ANGSTROEM)
C -2.120 -2.207 -0.099
C -1.407 -1.094 -0.057
C -1.384 0.015 -1.118
H -1.672 -3.120 0.291
H -3.145 -2.348 -0.424
H -0.484 -0.974 0.508
H -2.283 0.102 -1.732
H -1.187 1.043 -0.802
H -0.669 -0.420 -1.816
C 2.407 1.845 0.997
O 2.611 0.777 0.021
H 1.810 1.561 1.873
H 3.419 2.157 1.233
H 1.793 2.634 0.563
H 2.311 0.030 0.564

The multiplicity is 1. Its total charge is 0. The calculation puts the HOMO-LUMO gap at 10.20 eV. The value obtained for the HOMO energy is -9.4 eV. Its LUMO energy is 0.8 eV. The energy above the lowest of the compared OMol25 structures with the same formula, charge and spin comes out at 2.361 eV. The total energy is -233.55819 Eh.

---

Below is a 3-piece molecular cluster, C4H10O2 overall at a distorted geometry, with properties calculated with ωB97M-V/def2-TZVPD.

CARTESIAN COORDINATES (ANGSTROEM)
C 0.128 -0.198 -0.484
C -1.167 0.573 -0.587
C -2.241 0.089 0.135
C -3.664 0.092 0.029
H 1.051 0.446 -0.448
H 0.213 -0.563 0.529
H 0.300 -1.043 -1.159
H -2.030 -0.304 1.138
H -4.071 -0.089 0.962
H -4.100 0.471 -0.880
H -1.163 1.345 -1.372
H 4.470 1.129 0.292
O 3.532 0.988 0.105
H 2.965 -1.848 0.831
H 3.268 0.101 0.546
O 2.510 -1.189 0.363

The multiplicity is 1. Its total charge is 0. The calculation puts the HOMO-LUMO gap at 3.46 eV. The value obtained for the HOMO energy is -7.2 eV. Its LUMO energy is -3.8 eV. The energy above the lowest of the compared OMol25 structures with the same formula, charge and spin comes out at 7.223 eV. The total energy is -308.63271 Eh.

---

Below is the molecule C4H10O2, with properties calculated with ωB97M-V/def2-TZVPD.

CARTESIAN COORDINATES (ANGSTROEM)
C 0.538 -1.917 0.509
O 0.483 -0.520 0.696
C -0.317 0.205 -0.235
C -1.558 0.723 0.477
C 0.594 1.324 -0.775
O 1.902 0.844 -0.978
H -0.366 -2.419 0.880
H 0.671 -2.172 -0.551
H 1.401 -2.291 1.072
H -0.605 -0.450 -1.071
H -2.170 -0.118 0.821
H -2.174 1.359 -0.169
H -1.254 1.305 1.353
H 0.230 1.689 -1.742
H 0.571 2.172 -0.068
H 2.054 0.265 -0.217

The multiplicity is 1. Its total charge is 0. The calculation puts the HOMO-LUMO gap at 11.03 eV. The value obtained for the HOMO energy is -10.0 eV. Its LUMO energy is 1.0 eV. The energy above the lowest of the compared OMol25 structures with the same formula, charge and spin comes out at 1.124 eV. The total energy is -308.85684 Eh.

---

Below is the molecule C4H10O2, with properties calculated with ωB97M-V/def2-TZVPD.

CARTESIAN COORDINATES (ANGSTROEM)
C -0.127 0.589 -1.813
C -0.507 0.335 -0.365
O -1.537 -0.652 -0.250
C 0.693 -0.167 0.469
C 0.523 0.151 1.951
O 0.869 -1.549 0.241
H 0.358 -0.297 -2.238
H 0.576 1.426 -1.877
H -1.007 0.848 -2.415
H -0.893 1.262 0.081
H -1.794 -0.925 -1.138
H 1.605 0.318 0.101
H 0.553 1.235 2.117
H -0.436 -0.226 2.324
H 1.329 -0.312 2.527
H -0.032 -1.911 0.277

The multiplicity is 1. Its total charge is 0. The calculation puts the HOMO-LUMO gap at 10.94 eV. The value obtained for the HOMO energy is -10.1 eV. Its LUMO energy is 0.9 eV. The energy above the lowest of the compared OMol25 structures with the same formula, charge and spin comes out at 0.521 eV. The total energy is -308.87901 Eh.

---

Below is the molecule C4H10O2, with properties calculated with ωB97M-V/def2-TZVPD.

CARTESIAN COORDINATES (ANGSTROEM)
C 0.565 2.257 0.774
O -0.230 1.104 1.025
C -0.644 0.310 -0.099
C -0.228 -1.139 0.165
C -0.277 -1.930 -1.139
O 1.070 -1.059 0.707
H 1.161 2.148 -0.141
H -0.056 3.158 0.696
H 1.263 2.404 1.610
H -0.100 0.635 -0.995
H -1.725 0.378 -0.287
H -0.909 -1.637 0.879
H 0.108 -2.940 -0.981
H 0.317 -1.452 -1.928
H -1.313 -2.017 -1.499
H 0.998 -0.221 1.213

The multiplicity is 1. Its total charge is 0. The calculation puts the HOMO-LUMO gap at 10.99 eV. The value obtained for the HOMO energy is -10.0 eV. Its LUMO energy is 1.0 eV. The energy above the lowest of the compared OMol25 structures with the same formula, charge and spin comes out at 1.247 eV. The total energy is -308.85235 Eh.